Computed, not measured: a 2-piece molecular cluster, C3H11N2 overall, with wB97M-V/def2-TZVPD.

Summary:
- charge = +1
- relative energy (zero: lowest compared OMol25 entry of this formula, charge and spin) (kcal per mole) = 35.9
- frontier orbital gap (hartree) = 0.4431

Positions of all 16 atoms, in Å:
C 1.447 -2.302 -1.672
N 1.477 -1.770 -0.469
H 0.702 -2.046 -2.415
H 2.235 -3.082 -1.783
H 2.228 -2.145 0.054
H 0.412 -0.667 0.256
C -1.284 1.994 -0.018
C -0.409 1.328 1.010
N -0.445 -0.201 0.864
H -2.294 2.183 0.335
H -1.067 3.047 -0.275
H -1.411 1.627 -1.033
H 0.719 1.610 0.821
H -0.516 1.461 2.097
H -0.443 -0.609 1.778
H -1.352 -0.428 0.449